1.
{"formula": "C23H26IMnN5OPS", "method": "ωB97M-V/def2-TZVPD", "lumo_energy_ev": [-9.22, -9.30], "spin_multiplicity": 4, "gap_ev": [8.1, 7.6], "total_energy_ha": -3428.388670, "s_squared": 3.7715, "total_charge": 3, "elements": ["Mn", "C", "C", "N", "N", "C", "N", "S", "C", "C", "C", "C", "C", "N", "H", "H", "H", "H", "H", "H", "H", "H", "H", "N", "C", "O", "C", "I", "H", "H", "H", "H", "C", "P", "C", "C", "C", "C", "C", "C", "C", "C", "C", "C", "C", "C", "H", "H", "H", "H", "H", "H", "H", "H", "H", "H", "H", "H", "H"], "coordinates": [[1.346347, -2.022213, -0.833822], [-0.176687, 1.929490, -1.538167], [0.606814, 0.673118, -1.224961], [0.119962, -0.418011, -0.766181], [-1.237024, -0.582505, -0.471945], [-1.702050, -1.751224, -1.053421], [-2.989427, -1.891648, -1.228311], [-0.664321, -3.026425, -1.342930], [2.047927, 0.721976, -1.523246], [2.738755, 1.903668, -1.901122], [4.118330, 1.811255, -2.135168], [4.833649, 0.635814, -1.950733], [4.039265, -0.536174, -1.703358], [2.727724, -0.459529, -1.522720], [0.175856, 2.695563, -0.829490], [-1.195810, 1.737141, -1.428885], [0.102866, 2.258887, -2.561671], [-3.695786, -1.192282, -1.042257], [-3.262340, -2.763264, -1.615908], [2.225023, 2.860421, -1.912613], [4.626124, 2.722841, -2.179509], [5.923986, 0.668959, -2.083875], [4.437543, -1.567701, -1.829975], [4.343046, -4.622867, -1.449709], [3.416763, -4.149607, -0.631928], [2.860290, -3.121427, -0.967818], [3.169867, -4.882244, 0.695825], [1.323403, -4.300808, 1.724495], [4.584863, -4.218735, -2.326215], [4.874505, -5.438237, -1.205200], [3.965318, -4.660665, 1.425194], [3.170810, -5.889068, 0.455120], [-2.306676, -1.273962, 2.069759], [-1.929942, 0.139357, 0.981437], [-3.458452, 0.991127, 0.536379], [-4.383820, 1.284498, 1.613518], [-5.380692, 2.222269, 1.318762], [-5.664550, 2.611293, -0.006093], [-4.855750, 2.062304, -1.079052], [-3.660712, 1.398103, -0.775500], [-0.712830, 1.117457, 1.709155], [-0.839794, 2.483074, 2.032711], [0.253879, 3.179512, 2.440970], [1.523051, 2.605486, 2.557095], [1.671804, 1.253376, 2.308003], [0.568321, 0.503580, 1.873071], [-2.945412, -1.991925, 1.546721], [-2.759997, -1.000282, 2.991732], [-1.365856, -1.798959, 2.339807], [-4.181655, 1.022234, 2.713418], [-6.022177, 2.533060, 2.108889], [-6.469602, 3.283450, -0.237105], [-4.930411, 2.390097, -2.081283], [-2.947434, 1.227740, -1.583538], [-1.784399, 2.880087, 1.847792], [0.080646, 4.204939, 2.646617], [2.341933, 3.258538, 2.823286], [2.663698, 0.830761, 2.527441], [0.641240, -0.541709, 1.736513]], "atomic_forces_ev_per_a": [[-0.084, 1.763, -0.239], [2.355, -0.271, -0.033], [-0.525, 1.575, -0.620], [1.248, -0.905, 0.221], [-0.390, 1.362, 0.025], [-0.089, 0.047, 0.964], [-0.214, 0.453, 0.150], [0.328, -0.931, -0.604], [1.922, 0.644, -0.961], [-0.841, -1.571, 0.688], [-0.622, -0.749, 1.564], [-1.267, -0.544, -0.407], [0.942, 0.385, -1.191], [-1.088, -0.318, 1.001], [-0.353, -0.049, -0.207], [-1.426, 0.122, 0.038], [-0.432, -0.177, 0.602], [0.109, 0.158, -0.101], [-0.636, -0.782, -0.299], [0.234, -0.137, -0.167], [0.899, 1.234, -0.756], [-0.616, -0.481, 0.194], [-0.158, 1.043, 0.610], [0.206, -1.203, 1.157], [1.313, -1.515, 0.591], [-1.056, 1.131, -0.509], [0.014, 2.425, 0.127], [0.934, -0.199, -0.723], [-0.185, 0.547, -0.546], [0.122, -0.293, 0.105], [-0.240, -0.068, -0.432], [-0.319, -2.162, 0.051], [1.121, -0.713, -1.121], [-1.755, -1.128, 0.086], [0.354, -0.678, 1.734], [1.404, 0.910, -0.146], [-0.103, -1.032, -0.888], [1.817, -1.810, -1.045], [0.335, 1.412, 2.392], [-1.277, 0.190, -0.039], [2.674, 0.348, 0.317], [0.292, -2.352, -0.937], [0.464, 0.359, 0.181], [-1.028, 0.495, -0.220], [0.169, -0.544, 0.120], [-0.408, 1.538, 0.876], [-0.024, 0.144, 0.085], [-0.528, 0.589, 0.667], [-0.369, 0.377, -0.269], [-0.340, 0.140, -1.954], [-0.347, 0.408, 0.475], [-0.221, 0.121, 0.006], [-0.742, 0.258, -0.864], [-0.333, -0.230, 0.324], [-1.357, 1.234, 0.058], [0.251, 0.887, 0.276], [0.169, -0.238, 0.165], [-0.661, -0.207, -0.398], [0.360, -1.019, -0.174]], "mulliken_charge": [0.376, -1.192, 1.001, 0.034, 0.965, 0.072, -0.123, -0.340, 0.712, -0.343, -0.693, -0.601, 0.034, -0.249, 0.459, -0.840, 0.703, 0.175, 0.249, 0.420, 0.445, 0.422, 0.222, -0.328, 0.635, -0.511, -1.093, 0.147, 0.233, 0.233, 0.458, 0.542, -1.210, 1.227, 0.384, -0.475, -0.646, -0.460, -1.024, -0.028, 0.384, -0.685, -0.590, -0.562, -0.806, -0.506, 0.396, 0.544, 0.297, 0.243, 0.467, 0.467, 0.437, 0.392, 0.612, 0.468, 0.491, 0.472, 0.486]}


2.
{"formula": "C9H18NO4P2S", "method": "ωB97M-V/def2-TZVPD", "lumo_energy_ev": -4.23, "spin_multiplicity": 1, "gap_ev": 8.4, "total_energy_ha": -1790.044372, "total_charge": 1, "elements": ["C", "C", "C", "N", "P", "P", "O", "O", "O", "C", "O", "C", "C", "C", "C", "C", "S", "H", "H", "H", "H", "H", "H", "H", "H", "H", "H", "H", "H", "H", "H", "H", "H", "H", "H"], "coordinates": [[-2.844164, -3.090614, -0.152499], [-2.240211, -2.746414, -1.298206], [-1.964195, -1.338406, -1.429131], [-0.817728, -0.751804, -1.250353], [0.508450, -1.876495, -0.890408], [2.399772, -0.798686, -0.645029], [2.562093, 0.414247, -1.416862], [3.513756, -1.863126, -1.074267], [2.627804, -0.595694, 0.923934], [-0.992749, 0.726538, -1.403753], [0.019495, 1.596605, -1.226096], [-0.066987, 2.366708, -0.011386], [0.026020, 1.568039, 1.293821], [1.233122, 1.909408, 2.183570], [1.248369, 0.917067, 3.369153], [-1.894629, 0.859510, -2.633850], [-3.257974, -0.192788, -1.904641], [-2.488146, -3.880686, 0.493142], [-3.684676, -2.468671, 0.144006], [-2.049807, -3.473493, -2.079544], [0.719723, -2.555913, -2.113708], [4.319813, -1.333781, -1.226418], [2.818705, -1.484716, 1.279528], [-1.729202, 0.936112, -0.609756], [0.706353, 3.123956, -0.079693], [-1.009092, 2.922716, -0.040301], [-0.869531, 1.790688, 1.878095], [-0.010694, 0.491396, 1.106300], [2.134740, 1.811616, 1.587420], [1.084807, 2.913999, 2.566759], [0.725266, -0.006967, 3.128897], [0.813110, 1.346465, 4.266186], [2.286242, 0.649270, 3.560077], [-2.206263, 1.877983, -2.817560], [-1.621593, 0.235930, -3.477425]], "atomic_forces_ev_per_a": [[-0.411, 0.449, 0.246], [0.163, -0.766, 0.201], [-2.530, 1.647, -1.252], [0.727, -0.933, -0.761], [0.096, -1.411, 1.169], [1.381, 0.967, -0.841], [-0.352, 1.051, -0.141], [-0.522, -0.455, 0.485], [-0.454, -1.048, -0.347], [-1.323, 2.004, 0.858], [0.933, -0.710, -0.670], [-0.306, 0.317, 0.261], [-0.102, 0.544, 0.028], [-1.002, -1.079, -0.014], [0.656, 0.326, -0.374], [-0.257, -1.095, 1.048], [0.527, -0.695, -0.519], [-0.999, -1.081, -0.623], [0.798, 0.667, 1.171], [1.605, -0.071, 0.289], [0.078, 0.681, -0.171], [-0.063, -0.321, -0.193], [0.049, 0.438, 0.468], [0.215, -0.131, 0.309], [0.311, -0.177, -0.134], [-0.086, -0.073, -0.092], [-0.097, -0.167, 0.035], [0.142, -0.060, -0.132], [0.182, 0.286, 0.077], [0.377, 0.252, -0.163], [-0.097, -0.035, -0.007], [-0.033, -0.036, 0.088], [-0.027, -0.036, 0.370], [-0.039, 0.050, -0.185], [0.460, 0.700, -0.485]], "mulliken_charge": [-0.633, -0.391, 0.421, 0.353, -0.117, 0.899, -0.562, -0.495, -0.374, -0.564, -0.351, -0.780, -0.144, -0.569, -1.324, -0.690, -0.005, 0.288, 0.296, 0.417, 0.120, 0.358, 0.335, 0.598, 0.448, 0.345, 0.409, 0.105, 0.371, 0.470, 0.330, 0.425, 0.265, 0.403, 0.342]}


3.
{"formula": "C5H16N2P", "method": "ωB97M-V/def2-TZVPD", "lumo_energy_ev": -2.65, "spin_multiplicity": 1, "gap_ev": 10.4, "relative_energy_kcal_mol": 49.83, "total_energy_ha": -650.590535, "total_charge": 1, "elements": ["C", "C", "C", "C", "C", "N", "N", "P", "H", "H", "H", "H", "H", "H", "H", "H", "H", "H", "H", "H", "H", "H", "H", "H"], "coordinates": [[-1.275829, -1.194049, -1.093675], [-0.009557, -2.061753, 0.804776], [2.160822, 1.068824, 0.889714], [0.921420, 0.783993, -1.358072], [-0.639866, 0.262282, 0.775774], [-0.704681, -0.954912, 0.248489], [0.946798, 1.238493, 0.018301], [-1.973075, 1.500762, 0.229076], [-2.203549, -1.950912, -0.890473], [-1.753695, -0.230424, -1.653470], [-0.702940, -1.748317, -1.857009], [0.773839, -2.586691, 0.088510], [0.354220, -1.649835, 1.669264], [-0.698628, -2.770008, 0.991441], [1.902665, 1.566910, 1.731869], [2.200074, -0.026337, 1.029540], [2.884033, 1.528891, 0.252180], [1.092673, -0.352972, -1.579947], [0.102688, 1.205072, -1.905907], [1.670882, 1.359085, -1.826441], [-0.352938, 0.409665, 1.746127], [0.523698, 2.162097, 0.182861], [-2.353336, 1.883342, 1.542484], [-2.865710, 0.556796, -0.035423]], "atomic_forces_ev_per_a": [[-4.507, -0.348, -0.583], [2.545, 0.014, -3.134], [-1.764, -2.148, -4.155], [1.297, -0.720, -0.488], [-1.288, 0.879, -3.260], [0.117, 1.084, -2.458], [-2.489, -0.682, 1.927], [2.022, 1.401, 0.498], [1.883, 1.820, -0.629], [1.395, -2.357, 1.629], [0.532, 0.473, 0.839], [-1.207, 1.508, 1.454], [1.634, 0.021, 2.349], [-2.292, -2.748, 0.961], [-0.044, 1.494, 2.827], [0.871, 0.642, 0.121], [1.521, -0.070, 0.510], [-0.370, 2.289, 0.951], [-1.191, -0.345, 0.194], [1.684, 0.076, -0.944], [0.892, -0.281, 2.435], [0.571, -0.381, -0.830], [-0.081, -0.307, -0.187], [-1.731, -1.313, -0.026]], "mulliken_charge": [-1.173, -1.022, -0.867, -0.884, -0.475, 0.177, -0.331, -0.008, 0.304, 0.361, 0.403, 0.242, 0.417, 0.444, 0.405, 0.267, 0.359, 0.247, 0.355, 0.463, 0.736, 0.383, 0.113, 0.083]}